# 1
41
Properties=species:S:1:pos:R:3:forces:R:3 method="wB97M-V/def2-TZVPD" charge=-1 e_above_lowest_kcal_mol=71.3 gap_ev=6.3
C -2.42671 3.60116 3.11815 0.32 -0.13 0.58
H -3.91335 -3.62013 3.14429 -0.55 -0.45 -0.39
H 0.44436 -6.76110 -2.22848 -0.08 0.31 -0.08
H 4.91629 3.94605 -0.34216 1.47 -0.28 0.20
H 3.26731 4.55394 -1.66414 0.34 0.01 -0.47
C 5.98903 5.97376 -2.45837 1.53 0.29 -1.95
C 5.15316 4.99025 -0.54615 -1.33 -0.24 -0.45
C 1.50979 -6.78100 -2.45773 -2.04 0.58 0.32
C -4.22925 -3.17133 0.90449 -0.20 -0.74 0.96
O 6.79833 6.51297 -3.25617 -3.68 -2.19 3.44
O 4.62428 5.84874 -2.60029 1.94 1.19 -3.27
H -4.00245 -4.22919 0.77185 0.35 0.29 -0.67
C 1.86473 -6.18543 -3.80855 0.41 0.75 1.87
H -2.86544 3.05309 3.95194 0.24 0.13 0.11
Br 1.94356 -0.94929 0.80088 -0.10 0.02 -0.01
C -6.26616 -2.52244 1.68082 -1.29 -1.01 1.63
O 3.13106 -9.34731 -4.00710 -1.70 2.25 0.56
C 3.98440 5.35835 -1.50038 -0.09 1.30 2.59
O 6.31401 5.29748 -1.32176 0.56 0.18 -0.19
O 2.82013 -7.14933 -4.26560 -0.27 2.06 -1.83
O -7.47128 -2.55946 1.81325 1.90 0.95 -0.10
O -5.34630 -2.16151 2.64455 -0.77 -0.15 0.04
H -3.65010 -2.45289 0.32438 -0.11 -0.42 -0.27
C -4.10306 -2.84698 2.39974 0.17 1.55 -0.35
O -3.47179 4.26221 2.47895 -2.29 -0.56 -1.71
H -3.28403 -2.13887 2.52578 -0.12 0.15 0.12
O 1.83276 -8.12148 -2.59893 0.12 -1.70 0.31
H -0.53256 4.43797 3.25330 0.20 0.95 0.00
H -1.86100 2.89520 2.51013 -0.52 -0.02 -0.54
H 5.19422 5.56360 0.37996 -0.09 -0.04 -0.15
H 3.48223 6.23396 -1.08898 -0.66 -0.28 0.24
C 2.58190 -8.29133 -3.69283 2.45 -3.89 0.55
H -1.66785 4.99406 4.53641 0.24 0.51 -0.11
H 2.34308 -5.28040 -3.43412 0.31 0.37 -1.46
C -3.15796 5.48461 2.06676 -1.01 2.61 -1.89
H 1.02043 -6.00247 -4.47322 0.36 -0.25 -0.22
C -1.54553 4.77315 3.47606 0.48 -0.52 0.83
O -2.01627 5.85863 2.65754 1.07 -0.40 0.46
O -5.63691 -3.03420 0.64103 0.69 -0.15 -0.99
H 2.00378 -6.26768 -1.63276 0.45 -0.43 0.01
O -3.77081 6.23464 1.29748 1.32 -2.62 2.24


# 2
50
Properties=species:S:1:pos:R:3:forces:R:3 method="wB97M-V/def2-TZVPD" e_above_lowest_kcal_mol=100.4 gap_ev=8.1
N 0.48991 1.04140 -0.63029 0.06 0.85 -0.91
C 5.02385 -3.24919 -0.03340 -0.20 0.18 0.19
C -2.62835 1.93565 -1.77996 0.16 0.28 0.16
C 5.17422 -1.86947 0.14442 0.08 -0.19 -0.08
C -4.98729 1.53872 -1.49787 0.03 0.02 -0.01
C -0.25934 3.39639 -0.86023 -0.03 -0.02 -0.07
C -5.07213 2.70697 -0.74142 -0.03 -0.18 -0.08
H 6.72588 -5.49062 -1.65259 -0.08 -0.03 0.05
O -6.15803 0.84763 -1.66557 0.07 0.30 0.17
H -1.76535 4.60840 -0.07719 0.08 -0.09 -0.11
C 2.22465 -0.97519 2.24852 -0.05 -0.02 0.16
C -2.70630 3.09794 -1.01905 -0.24 -0.21 -0.18
C 4.26421 -1.16404 0.89156 -0.12 -0.12 0.05
H -0.99033 2.33259 3.09210 0.03 0.11 -0.03
O 5.97215 -3.85526 -0.78428 0.02 0.29 0.04
C -3.75430 1.16410 -2.01409 -0.42 -0.18 -0.02
H -2.19377 2.79927 1.87032 0.06 0.04 0.03
C -0.06872 2.10668 -0.13183 0.06 -0.02 0.03
C 5.87379 -5.23995 -1.02304 -0.02 -0.23 -0.03
H 0.02338 3.21732 -1.90271 0.12 0.00 0.15
C 0.85638 -1.59100 2.51454 -0.45 0.56 0.04
H -7.14850 -0.71270 -2.42273 0.09 -0.02 -0.03
H 0.49943 -2.15316 1.65413 0.13 -0.08 0.08
H 4.37188 -0.09957 1.03171 0.01 0.09 0.01
C 3.02215 -3.17630 1.30011 -0.03 0.48 0.13
N 0.47435 0.07461 0.30000 -0.11 -0.66 0.72
S -0.34433 -0.27436 2.85659 -0.14 -0.36 0.35
H 0.88504 -2.22096 3.40444 -0.02 -0.04 -0.02
H 0.41801 4.15414 -0.45462 -0.08 0.00 -0.13
C -1.12441 2.73648 2.08840 -0.31 0.26 0.22
C -0.10289 0.56949 1.36112 -0.12 0.05 -0.07
H -0.67958 3.73116 2.03923 -0.03 -0.05 0.08
H -1.68553 1.61598 -2.19310 0.11 -0.05 -0.04
H 2.20116 -3.70647 1.75819 -0.11 -0.05 0.01
O 2.50309 0.13155 2.64897 0.16 -0.17 -0.04
H 6.01740 -1.38350 -0.31997 0.10 0.07 -0.06
C 3.94112 -3.89560 0.56110 0.30 -0.31 -0.25
N -0.47096 1.86599 1.15612 0.42 -0.61 -0.44
N -1.60721 3.91704 -0.79487 0.15 0.51 0.25
H -4.03320 4.37208 0.08683 -0.02 0.10 0.05
C -6.12655 -0.33608 -2.42107 0.01 -0.17 -0.10
H -6.03205 2.99503 -0.34304 -0.12 0.04 0.05
C -3.95076 3.46901 -0.50315 0.03 -0.09 -0.03
C 3.16492 -1.80234 1.47622 0.47 -0.16 -0.22
H -5.80951 -0.14845 -3.45261 0.00 -0.01 0.04
H 5.93159 -5.81303 -0.09238 -0.02 0.03 -0.03
H -5.46661 -1.08537 -1.97057 -0.01 0.03 -0.03
H -3.64591 0.26807 -2.60437 -0.03 -0.09 -0.05
H 3.80499 -4.96010 0.45160 0.02 -0.08 -0.03
H 4.94837 -5.49100 -1.55023 0.03 0.01 0.03